132
Properties=species:S:1:pos:R:3:forces:R:3:lowdin_spin:R:1 method="wB97M-V/def2-TZVPD" s_squared=0.755 orbital_gap_ev="1.457 / 1.483" molar_mass_g_mol=934.54 homo_energy_ev="-15.90 / -15.90" spin_multiplicity=2 total_charge=+4 lumo_energy_ev="-14.4 / -14.4" e_tot_ha=-2557.55449 fmax_ev_per_a=7.44
Hf -3.6645 0.7225 -1.3663 5.734 -0.028 1.018 0.0071
C -0.2463 -0.5102 1.1200 0.435 -0.034 -0.793 -0.0001
C -0.1931 0.4294 -0.1192 2.431 -0.250 0.682 0.0000
C 0.9749 0.0910 -1.0832 -0.497 -1.072 0.040 0.0000
O -1.4198 0.4778 -0.7217 -6.877 0.710 -2.747 0.0000
H -0.2067 -1.5360 0.7534 -0.277 -0.148 0.136 0.0000
H -1.1240 -0.3619 1.7491 -0.093 0.101 -0.192 0.0000
H 0.6400 -0.3915 1.7433 0.097 0.200 -0.079 0.0000
H 0.1551 1.4109 0.2027 -0.834 0.655 0.403 0.0000
H 0.9331 -0.9197 -1.4893 -0.189 -0.370 0.259 0.0000
H 1.8968 0.1277 -0.5029 0.115 0.217 -0.115 0.0000
H 1.0388 0.7004 -1.9847 -0.106 0.607 0.358 0.0000
C -1.7229 -1.4875 -3.4235 1.334 -0.305 -0.355 0.0000
O -3.0397 -1.0769 -2.9857 -1.069 1.248 0.438 0.0002
C -4.0562 -1.8644 -3.6961 0.095 0.462 -0.255 0.0000
C -5.4159 -1.1920 -3.5838 0.125 -1.814 0.857 0.0000
O -5.3274 0.1008 -2.9145 1.179 0.406 -0.225 0.0003
C -6.5348 0.8034 -3.2961 -1.277 1.343 1.662 0.0000
H -1.5175 -1.2511 -4.4675 -0.761 0.118 -0.217 0.0000
H -1.6468 -2.5687 -3.3076 0.183 -0.017 0.290 0.0000
H -0.9315 -0.9494 -2.9017 -0.492 -0.154 0.590 0.0000
H -4.0133 -2.8865 -3.3198 -0.159 0.108 0.156 0.0000
H -3.9252 -1.8963 -4.7778 1.220 0.046 0.133 0.0000
H -6.0777 -1.8458 -3.0157 -0.210 0.342 0.349 0.0000
H -5.8568 -1.1672 -4.5804 0.009 0.963 0.103 0.0000
H -6.6895 1.0677 -4.3422 0.526 -0.846 -0.181 0.0000
H -6.5449 1.7688 -2.7900 0.203 0.071 0.222 0.0000
H -7.3228 0.2189 -2.8212 -0.401 0.123 -0.650 0.0000
C -4.8988 4.1399 -0.9978 -0.900 0.490 -1.180 0.0000
O -3.8777 3.1254 -0.9517 0.149 -1.189 -1.421 0.0003
C -2.7857 3.5482 -0.1195 0.920 -0.568 -0.532 0.0000
C -3.1722 2.9717 1.1563 0.629 0.386 1.783 0.0000
O -3.4774 1.5661 1.0358 -0.463 0.442 -0.776 0.0004
C -3.7859 1.0443 2.3431 0.277 -1.663 -0.011 0.0002
H -4.4634 5.0578 -1.3928 0.049 -0.235 -0.516 0.0000
H -5.3386 4.4673 -0.0557 0.125 -0.866 0.396 0.0000
H -5.6412 3.7035 -1.6660 -0.246 0.622 0.118 0.0000
H -2.6126 4.6234 -0.0747 -0.589 0.126 -0.165 0.0000
H -1.8427 3.1819 -0.5256 -0.027 -0.332 -0.043 0.0000
H -4.0394 3.4816 1.5758 -0.129 -0.087 0.044 0.0000
H -2.3301 3.1377 1.8282 0.019 -0.428 0.413 0.0000
H -4.2514 0.0785 2.1467 -0.276 0.123 0.329 0.0001
H -4.4058 1.6745 2.9808 -0.167 0.220 -0.522 0.0000
H -2.8570 0.8163 2.8658 0.138 0.223 -0.036 0.0003
C 1.6913 1.9231 3.5073 -0.089 -1.288 -0.236 0.0086
O 0.3511 2.3769 3.4988 -0.335 0.288 1.281 0.0449
C -0.4415 1.8065 4.5397 0.628 0.312 -1.009 0.0439
C 0.0707 1.9835 5.9985 1.640 0.169 0.346 0.0432
O 1.0246 0.9162 6.4179 -1.513 0.119 -0.291 0.6197
C 0.4791 -0.3129 6.8657 0.785 0.079 0.294 0.1033
H 2.2623 2.2744 4.3667 0.093 0.380 -0.104 0.0049
H 2.1768 2.1165 2.5507 -0.072 0.553 0.222 0.0016
H 1.6566 0.8351 3.5631 0.190 -0.360 0.150 -0.0002
H -0.5247 0.7388 4.3369 -0.430 -0.272 0.094 0.0008
H -1.3765 2.3604 4.4550 -0.178 -0.372 0.316 0.0021
H -0.6893 2.1033 6.7706 -0.394 -0.662 -0.208 0.0149
H 0.6793 2.8859 6.0578 0.170 -0.056 -0.143 0.0035
H 1.2600 -1.0445 7.0736 0.342 0.132 -0.776 0.0069
H -0.3704 -0.6983 6.3018 -0.103 0.234 -0.278 0.0216
H 0.1605 -0.1363 7.8930 -0.632 0.502 0.597 0.0635
C -1.3784 5.8576 -2.9566 -0.276 -1.311 -0.187 0.0000
O -0.0250 5.6588 -3.1968 2.061 -0.790 0.505 0.0000
C 0.6470 4.3952 -2.8706 -0.527 1.465 0.466 0.0000
C 1.1092 4.2758 -1.4232 -0.440 1.004 -0.713 0.0000
O 0.0575 4.3694 -0.4872 0.197 -0.366 1.002 0.0000
C 0.5904 4.3903 0.8589 -0.653 0.832 -0.752 0.0000
H -1.8763 5.0848 -3.5422 -0.803 0.011 -0.275 0.0000
H -1.6775 6.8476 -3.3006 0.205 -0.110 0.064 0.0000
H -1.6690 5.6887 -1.9197 0.095 0.325 0.368 0.0000
H 1.6118 4.4955 -3.3677 -0.284 -0.359 -0.632 0.0000
H 0.1041 3.4996 -3.1728 -0.365 0.053 -0.430 0.0000
H 1.7709 5.1379 -1.3402 0.341 -0.082 0.649 0.0000
H 1.6315 3.3298 -1.2803 0.381 -0.089 -0.095 0.0000
H 1.0736 5.3432 1.0745 0.169 0.127 -0.224 0.0000
H 1.3315 3.6076 1.0213 -0.256 -0.298 0.051 0.0000
H -0.2771 4.3620 1.5182 0.187 -0.463 0.178 0.0000
C -0.7712 -4.1423 -0.9636 -1.217 -0.342 -1.789 0.0000
O -0.7363 -4.5972 -2.3375 -1.135 -0.601 0.967 0.0000
C 0.5561 -5.0185 -2.6466 2.022 1.054 0.547 0.0000
C 0.7365 -5.5985 -3.9957 -0.670 -1.022 -1.052 0.0000
O 1.9798 -6.2108 -4.1062 1.355 0.399 0.377 -0.0001
C 2.2895 -6.9240 -5.3326 -1.174 -0.099 1.460 0.0000
H -1.8310 -4.0470 -0.7273 -0.130 0.182 0.038 0.0000
H -0.3291 -3.1468 -1.0055 0.535 -0.027 0.886 0.0000
H -0.4014 -4.8990 -0.2718 0.640 0.359 -0.019 0.0000
H 1.0015 -5.7220 -1.9432 -0.304 -0.079 0.406 0.0000
H 1.1398 -4.0981 -2.6301 0.789 0.129 0.328 0.0000
H 0.6384 -4.7923 -4.7228 -0.412 -0.142 -0.541 0.0000
H -0.0223 -6.3783 -4.0609 -0.566 0.060 -0.728 0.0000
H 2.2110 -6.2726 -6.2030 0.240 -0.098 -0.029 0.0000
H 1.5570 -7.7309 -5.3558 -0.088 -0.123 -0.636 0.0000
H 3.2556 -7.4028 -5.1729 0.040 0.488 -0.232 0.0000
C 1.4452 -2.8302 3.9333 -0.699 0.270 0.458 0.0002
O 0.0820 -2.8501 4.4036 0.373 -1.263 -0.168 0.0066
C -0.5471 -4.1595 4.5834 -2.004 0.768 0.533 0.0016
C -1.9207 -3.8663 5.3697 3.010 -2.232 0.742 0.0015
O -2.8964 -3.2760 4.6922 -1.769 1.543 -2.117 0.0040
C -2.5922 -2.0036 4.2632 -0.239 0.851 -0.743 0.0006
H 1.7277 -1.7817 4.0286 0.348 0.003 0.356 0.0000
H 1.5964 -3.0341 2.8732 -0.429 -0.527 -0.133 0.0003
H 2.0666 -3.4869 4.5421 0.160 0.109 -0.069 0.0000
H -0.0021 -4.8952 5.1750 0.560 0.413 0.146 0.0000
H -0.8110 -4.6530 3.6481 0.239 0.281 -0.400 0.0007
H -1.5825 -3.2767 6.2218 -0.173 0.193 0.545 0.0006
H -2.4503 -4.7656 5.6843 1.017 -0.486 0.470 0.0000
H -2.2565 -1.3903 5.0994 -0.327 0.426 0.442 0.0002
H -3.4902 -1.6236 3.7761 -0.085 0.292 0.293 0.0000
H -1.7652 -1.9199 3.5581 0.043 -0.457 -0.285 0.0002
C 4.5794 1.2652 -2.4300 0.457 0.768 0.325 -0.0012
C 3.9735 1.1099 -3.6503 -0.367 0.833 -0.310 -0.0006
C 4.6209 1.5789 -4.8003 -0.302 -1.264 0.408 -0.0023
C 5.9435 2.0031 -4.6903 0.165 0.817 -1.090 -0.0011
C 6.5531 2.1791 -3.4836 0.595 -0.261 1.165 -0.0006
C 5.8508 1.8913 -2.3317 -0.573 -1.552 0.322 -0.0023
H 4.1052 0.9500 -1.5123 -0.124 -0.112 0.064 -0.0001
H 2.9493 0.7675 -3.6650 -0.003 -0.348 -0.339 0.0000
H 4.1802 1.4064 -5.7711 -0.076 0.308 -0.085 -0.0001
H 6.5133 2.2817 -5.5644 -0.110 -0.209 -0.275 -0.0001
H 7.6102 2.3902 -3.4181 -0.027 0.461 -0.097 0.0000
H 6.2709 1.8627 -1.3372 0.383 0.534 -0.071 -0.0001
C 4.8937 0.1036 1.6578 -0.335 1.416 0.376 0.0000
C 3.7979 -0.7377 1.6161 0.473 -0.400 0.724 0.0001
C 3.8918 -1.8621 0.8362 -1.480 -1.004 -0.170 0.0000
C 4.9674 -2.1340 0.0618 1.213 0.863 -0.507 0.0001
C 6.0203 -1.2114 0.0563 0.716 -0.191 -0.096 0.0000
C 6.0072 -0.0581 0.8617 -0.745 -1.192 -0.872 -0.0001
H 4.8697 0.9788 2.2901 -0.073 0.111 0.245 0.0000
H 2.9954 -0.6695 2.3356 -0.195 0.351 -0.045 0.0000
H 3.1348 -2.6290 0.7646 -0.586 0.154 0.455 0.0000
H 4.9257 -3.0318 -0.5370 0.533 0.025 -0.110 0.0000
H 6.8920 -1.4601 -0.5309 0.120 0.223 -0.179 0.0000
H 6.7611 0.7144 0.8269 0.305 -0.302 0.111 0.0000



140
Properties=species:S:1:pos:R:3:forces:R:3:mulliken_charge:R:1 method="wB97M-V/def2-TZVPD" orbital_gap_ev=9.762 molar_mass_g_mol=854.50 homo_energy_ev=-9.29 lumo_energy_ev=0.5 e_tot_ha=-2888.53128 fmax_ev_per_a=0.92
C 4.0584 2.3373 2.9724 -0.250 -0.175 0.078 -1.1640
C 2.7608 2.3636 3.7776 -0.036 0.126 -0.055 0.3727
O 2.3475 1.0150 4.0288 0.050 -0.006 0.207 -0.5337
C 1.7048 3.0848 2.9778 -0.041 0.095 -0.120 -0.2218
O 0.4762 3.2665 3.7058 0.031 0.053 -0.128 -0.3950
B -0.6473 2.6235 3.3545 -0.428 0.166 0.097 -0.1455
O -1.8232 3.3801 3.2114 -0.081 -0.002 0.777 -0.1204
B -3.0190 2.7086 3.2704 -0.007 -0.175 -0.035 0.4137
O -3.0669 1.4211 2.7745 -0.177 0.198 -0.370 -0.5496
B -1.8513 0.9138 2.3532 -0.071 -0.092 0.337 0.8968
O -0.7674 1.2656 3.1223 0.630 0.109 -0.656 0.1109
H 4.8143 3.0038 3.3805 -0.069 0.103 -0.044 0.1046
H 3.8585 2.5943 1.9295 0.167 0.029 -0.022 0.3837
H 4.4561 1.3269 2.9968 0.054 0.042 -0.017 0.2503
H 2.8894 2.9012 4.7211 0.125 -0.122 0.042 0.3826
H 1.9525 0.9740 4.9047 -0.064 0.033 -0.123 0.3026
H 2.0328 4.0888 2.7115 0.139 -0.068 0.049 0.1198
H 1.5172 2.5448 2.0439 -0.030 -0.118 0.075 0.3116
H -3.9875 3.2109 3.7429 -0.016 0.031 -0.144 -0.1728
H -1.7182 0.2917 1.3523 -0.167 -0.219 0.154 -0.1675
C 0.1823 -4.3208 0.8763 -0.025 0.016 -0.034 -1.1766
C -0.4154 -3.1390 1.5961 0.078 -0.067 0.023 0.8337
O -1.1774 -2.3767 1.0456 -0.138 0.011 -0.044 -0.4783
C -0.0138 -2.9503 3.0381 -0.026 0.059 -0.022 -1.0466
H -0.1794 -4.3533 -0.1479 -0.005 -0.012 0.001 0.2461
H 1.2720 -4.2505 0.8859 0.002 0.001 0.024 0.3830
H -0.0925 -5.2472 1.3841 -0.009 0.004 -0.001 0.3434
H 1.0689 -2.8315 3.1099 0.002 -0.016 -0.001 0.3510
H -0.2864 -3.8328 3.6200 0.016 -0.011 -0.007 0.3672
H -0.4991 -2.0682 3.4481 0.003 0.002 0.007 0.1501
C 8.8130 -0.3512 2.3951 -0.013 0.060 0.022 -1.1467
C 7.3628 -0.1413 2.0257 -0.001 -0.132 -0.031 0.7079
O 6.7401 0.8193 2.4148 0.175 0.027 0.026 -0.4494
C 6.7288 -1.1941 1.1543 -0.085 0.095 0.026 -0.8915
H 9.1583 0.4656 3.0241 0.007 -0.002 0.001 0.2471
H 8.9308 -1.3000 2.9219 -0.007 -0.009 -0.012 0.3536
H 9.4253 -0.4065 1.4929 -0.008 -0.013 -0.005 0.3344
H 6.7817 -2.1747 1.6291 0.033 -0.006 -0.012 0.3792
H 7.2586 -1.2802 0.2048 0.036 -0.009 0.020 0.1259
H 5.6894 -0.9340 0.9703 -0.004 -0.028 -0.020 0.3056
C -4.8313 -0.9576 0.0014 -0.190 0.069 -0.028 -0.7167
C -4.4238 -0.9464 -1.4528 0.050 0.042 0.089 0.9012
O -5.2366 -1.0747 -2.3397 -0.018 -0.020 -0.018 -0.5995
C -2.9548 -0.7791 -1.7337 0.039 -0.050 -0.046 -0.6149
H -5.9085 -1.0948 0.0676 0.010 -0.060 0.043 0.3265
H -4.3099 -1.7538 0.5344 0.062 0.047 0.009 -0.0028
H -4.5617 -0.0192 0.4911 0.089 -0.004 -0.038 0.2048
H -2.4000 -1.5899 -1.2548 0.046 0.044 0.026 0.1054
H -2.5871 0.1522 -1.2977 -0.008 -0.015 0.038 0.0566
H -2.7790 -0.7786 -2.8066 0.008 -0.009 0.002 0.3584
C -1.1762 3.7357 0.1775 0.294 -0.272 -0.193 0.0778
C -0.1291 4.2787 -0.7712 -0.173 0.116 0.158 0.7774
O 0.9276 3.7194 -0.9376 0.034 -0.029 -0.060 -0.5859
C -0.4792 5.5727 -1.4531 0.045 0.265 -0.101 -1.1937
H -0.7766 2.8334 0.6393 -0.046 -0.008 -0.014 -0.2633
H -1.4152 4.4697 0.9420 -0.013 -0.016 -0.029 -0.3300
H -2.0898 3.4866 -0.3670 -0.031 0.066 0.012 0.5186
H -0.6642 6.3523 -0.7087 -0.021 -0.036 0.042 0.0928
H -1.4016 5.4831 -2.0306 0.001 -0.103 0.013 0.4247
H 0.3289 5.8954 -2.1060 -0.007 -0.084 -0.039 0.3869
C -4.8241 -6.2839 1.8061 0.050 -0.060 -0.002 -1.1705
C -3.9022 -5.9024 0.6737 -0.123 0.053 0.011 0.8989
O -2.8220 -6.4246 0.5240 0.057 0.018 0.021 -0.5829
C -4.4074 -4.8286 -0.2591 0.234 -0.086 -0.144 -0.6701
H -4.3651 -7.0596 2.4136 -0.008 -0.001 0.006 0.3297
H -5.0409 -5.4090 2.4224 -0.009 0.009 -0.015 0.3145
H -5.7745 -6.6406 1.4042 -0.003 0.012 -0.006 0.3187
H -4.5850 -3.9091 0.2988 -0.122 -0.027 0.008 -0.0024
H -5.3433 -5.1423 -0.7251 -0.057 0.041 0.082 0.2970
H -3.6645 -4.6401 -1.0314 -0.005 0.014 0.001 0.2721
C -1.6683 6.6149 2.5470 0.026 0.072 -0.045 -0.8595
C -1.0757 7.8994 2.0269 -0.028 -0.098 0.176 0.9997
O -1.2398 8.2690 0.8856 0.091 -0.008 -0.042 -0.5846
C -0.2585 8.7009 3.0116 -0.113 -0.033 0.008 -1.3551
H -2.2450 6.1327 1.7630 -0.059 0.036 0.023 0.3059
H -0.8826 5.9398 2.8963 -0.003 0.030 0.003 0.0351
H -2.3179 6.8181 3.4006 0.026 0.000 0.021 0.4922
H 0.5696 8.0930 3.3833 -0.181 0.002 0.030 0.1862
H -0.8688 8.9713 3.8750 -0.038 -0.005 -0.011 0.4713
H 0.1218 9.6009 2.5334 -0.088 0.003 0.035 0.3490
C 5.1541 -3.7044 -2.9725 -0.081 -0.113 0.167 -1.0525
C 6.3089 -3.3715 -2.0597 -0.037 0.033 -0.128 0.8543
O 6.2958 -3.6567 -0.8856 0.040 -0.015 0.023 -0.5351
C 7.4799 -2.6609 -2.6958 0.027 -0.010 0.063 -1.1812
H 4.3774 -4.2068 -2.4002 -0.007 0.007 -0.005 0.3043
H 4.7459 -2.7964 -3.4188 0.056 -0.008 -0.073 0.3470
H 5.4898 -4.3583 -3.7795 0.004 0.083 -0.069 0.2714
H 7.1515 -1.7168 -3.1344 -0.010 -0.005 -0.007 0.3265
H 7.8890 -3.2660 -3.5070 -0.018 0.002 -0.011 0.3973
H 8.2526 -2.4761 -1.9535 0.005 0.001 -0.005 0.2792
C 2.8793 8.4048 2.4133 0.142 0.056 -0.052 -1.2804
C 2.4226 7.3214 1.4648 0.027 0.169 -0.202 0.7585
O 2.2369 6.1869 1.8377 -0.116 0.008 0.112 -0.4429
C 2.2085 7.7242 0.0265 0.000 -0.014 0.011 -0.9013
H 2.9971 7.9940 3.4131 0.020 0.013 0.023 0.3008
H 3.8270 8.8253 2.0720 0.030 -0.041 -0.016 0.4280
H 2.1543 9.2215 2.4296 0.241 -0.077 -0.069 0.2415
H 3.1339 8.1247 -0.3922 0.019 0.000 0.020 0.4402
H 1.4571 8.5149 -0.0364 -0.025 -0.018 0.033 0.2853
H 1.8852 6.8626 -0.5524 0.040 0.015 0.019 0.0311
C -6.7964 -6.5796 -3.9215 0.042 -0.058 0.093 -1.1713
C -7.8967 -6.6256 -2.8845 0.023 0.028 -0.080 0.9052
O -7.7600 -7.2423 -1.8522 0.027 0.029 0.043 -0.5813
C -9.1500 -5.8581 -3.2058 -0.018 -0.105 0.211 -1.0130
H -5.9471 -7.1644 -3.5761 0.013 0.005 -0.020 0.3077
H -7.1570 -6.9804 -4.8706 -0.018 0.035 -0.009 0.4135
H -6.4888 -5.5465 -4.0956 -0.040 0.009 -0.021 0.2846
H -9.5876 -6.2191 -4.1381 0.030 0.047 -0.035 0.3021
H -8.9191 -4.8033 -3.3500 -0.007 -0.024 -0.054 0.2590
H -9.8676 -5.9723 -2.3967 -0.005 -0.011 -0.006 0.3302
C 7.0350 4.9464 6.9525 -0.056 0.013 0.012 -1.1996
C 6.3822 3.9007 6.0786 0.108 -0.051 -0.055 0.7841
O 5.1809 3.8040 5.9960 -0.059 0.028 0.035 -0.4952
C 7.3100 2.9872 5.3139 -0.063 -0.010 -0.014 -0.8975
H 6.2732 5.5414 7.4495 0.005 0.005 0.003 0.3181
H 7.6735 4.4673 7.6971 0.009 -0.007 -0.011 0.3295
H 7.6742 5.5931 6.3484 0.008 -0.012 -0.004 0.3238
H 7.9569 2.4488 6.0102 0.007 0.013 0.004 0.4041
H 7.9589 3.5765 4.6621 0.009 0.007 0.017 0.3332
H 6.7440 2.2813 4.7113 0.013 -0.006 -0.005 0.1233
C 3.4601 -6.6554 -5.7998 0.097 0.059 -0.016 -1.1398
C 2.9763 -5.3923 -6.4728 -0.044 -0.054 0.027 0.8650
O 3.7494 -4.5607 -6.8852 0.019 0.025 0.020 -0.5476
C 1.4820 -5.2224 -6.6015 0.021 0.068 -0.036 -1.0827
H 4.5470 -6.6552 -5.7744 0.000 -0.030 0.013 0.2689
H 3.0676 -6.7166 -4.7830 -0.035 -0.014 -0.014 0.3142
H 3.1075 -7.5340 -6.3426 -0.040 0.004 0.017 0.3956
H 1.0153 -5.2349 -5.6148 0.004 -0.031 0.003 0.3075
H 1.0570 -6.0494 -7.1733 0.003 -0.019 0.024 0.3274
H 1.2617 -4.2815 -7.0988 -0.010 -0.001 0.000 0.2976
C -10.6837 -2.9664 -7.0662 -0.019 -0.027 0.048 -1.1377
C -9.4920 -2.8649 -6.1450 0.044 0.075 -0.073 0.8116
O -9.4986 -3.3560 -5.0408 -0.050 0.032 -0.064 -0.5192
C -8.2922 -2.1170 -6.6723 0.020 -0.013 0.053 -1.0825
H -11.4814 -3.5220 -6.5804 -0.005 0.000 -0.005 0.2964
H -11.0376 -1.9685 -7.3315 0.014 0.003 -0.006 0.3353
H -10.3981 -3.4640 -7.9950 0.011 0.011 -0.003 0.3350
H -8.5719 -1.0926 -6.9255 -0.011 -0.006 -0.011 0.3438
H -7.9298 -2.5873 -7.5886 -0.013 0.002 -0.007 0.3299
H -7.5037 -2.1056 -5.9243 0.004 0.006 -0.001 0.2614